99
Properties=species:S:1:pos:R:3:lowdin_charge:R:1 method="wB97M-V/def2-TZVPD" homo_lumo_gap_ev=5.793 spin_multiplicity=1 lumo_ev=-2.55
O -1.233 2.096 0.590 -0.094
C -0.398 1.313 -0.138 -0.410
O -0.091 -0.018 0.409 -0.199
C 0.154 1.935 -1.550 0.114
C -0.637 2.011 -2.977 0.036
N -0.250 2.533 -4.304 0.106
N 0.973 3.109 -4.416 -0.099
F 1.339 3.632 -5.641 0.082
C 1.866 3.195 -3.230 0.050
C 3.320 3.980 -3.497 -0.169
C 4.483 3.414 -4.483 0.000
C 5.965 4.112 -4.759 0.010
C 6.134 5.516 -3.864 -0.019
C 4.839 5.931 -2.968 -0.104
N 3.524 5.262 -2.763 0.024
C 1.663 2.650 -1.707 0.068
C 2.724 2.790 -0.455 -0.082
O 2.790 1.549 0.381 -0.209
O 3.080 0.527 -0.393 -0.083
H -1.742 1.553 -2.938 0.152
H 4.253 2.400 -5.060 0.102
H 6.799 3.671 -5.451 0.083
H 7.136 6.148 -3.897 0.099
H 4.976 6.954 -2.364 0.113
H 2.416 3.690 0.261 0.172
H 3.839 2.947 -0.845 0.146
H 2.611 -0.304 -0.049 0.144
F -2.185 0.816 6.918 0.053
C -2.670 0.502 5.709 -0.298
C -3.959 -0.010 5.601 -0.029
C -4.466 -0.332 4.343 -0.088
C -3.674 -0.150 3.206 -0.084
C -2.380 0.359 3.326 -0.062
C -1.877 0.692 4.583 -0.011
H -4.556 -0.152 6.496 0.110
H -5.475 -0.725 4.246 0.085
H -4.069 -0.406 2.225 0.102
H -1.764 0.496 2.440 0.078
H -0.877 1.097 4.693 0.115
F 6.294 -4.825 2.901 0.060
C 5.146 -4.166 2.696 -0.291
C 5.030 -2.846 3.119 -0.019
C 3.837 -2.157 2.901 -0.079
C 2.768 -2.800 2.272 -0.093
C 2.892 -4.126 1.855 -0.079
C 4.089 -4.811 2.063 -0.022
H 5.868 -2.366 3.613 0.114
H 3.739 -1.123 3.221 0.107
H 1.836 -2.264 2.106 0.103
H 2.057 -4.626 1.370 0.105
H 4.206 -5.840 1.738 0.101
F 9.068 3.877 -6.714 0.050
C 8.511 3.886 -7.932 -0.307
C 8.434 2.703 -8.659 -0.019
C 7.849 2.712 -9.925 -0.079
C 7.357 3.908 -10.456 -0.094
C 7.444 5.091 -9.721 -0.081
C 8.019 5.079 -8.450 -0.022
H 8.828 1.786 -8.234 0.117
H 7.777 1.791 -10.498 0.107
H 6.906 3.915 -11.446 0.103
H 7.065 6.021 -10.138 0.107
H 8.087 5.988 -7.861 0.115
F -6.559 -2.509 2.143 0.060
C -7.626 -2.626 2.944 -0.297
C -8.882 -2.266 2.468 -0.019
C -9.994 -2.393 3.300 -0.090
C -9.836 -2.868 4.604 -0.104
C -8.571 -3.222 5.075 -0.079
C -7.461 -3.106 4.239 -0.025
H -8.984 -1.890 1.455 0.115
H -10.982 -2.121 2.935 0.106
H -10.703 -2.963 5.254 0.102
H -8.450 -3.589 6.091 0.105
H -6.471 -3.385 4.585 0.116
F 5.891 -5.829 -4.584 0.061
C 5.089 -6.152 -3.561 -0.291
C 3.711 -6.159 -3.747 -0.020
C 2.876 -6.500 -2.683 -0.082
C 3.429 -6.820 -1.440 -0.101
C 4.813 -6.804 -1.262 -0.086
C 5.648 -6.474 -2.329 -0.015
H 3.300 -5.901 -4.717 0.114
H 1.798 -6.517 -2.820 0.105
H 2.777 -7.081 -0.609 0.099
H 5.241 -7.049 -0.292 0.100
H 6.727 -6.466 -2.210 0.116
F -11.507 -0.178 5.113 0.056
C -10.861 0.783 5.787 -0.288
C -11.429 1.307 6.944 -0.021
C -10.754 2.303 7.649 -0.086
C -9.523 2.773 7.183 -0.099
C -8.964 2.244 6.019 -0.080
C -9.634 1.239 5.320 -0.014
H -12.389 0.936 7.285 0.114
H -11.186 2.714 8.558 0.103
H -8.999 3.553 7.731 0.100
H -8.008 2.613 5.656 0.107
H -9.210 0.811 4.419 0.113